A structure of composition C22H31BN6OPd at a distorted geometry, computed with wB97M-V/def2-TZVPD.

## Properties
* electronic energy: -38457.967 eV
* relative energy (zero: lowest compared OMol25 entry of this formula, charge and spin): 145.04 kJ/mol
* HOMO level (alpha / beta): -5.73 / -6.04 eV
* lowest unoccupied orbital energy (alpha / beta): -1.2 / -1.3 eV
* frontier orbital gap (alpha / beta): 0.16797 / 0.17517 hartree
* spin multiplicity: 3
* expectation value of S²: 2.0069

Geometry as XYZ:
```
62
Properties=species:S:1:pos:R:3:forces:R:3:mulliken_spin:R:1
H -1.11167 2.94230 -0.15845 0.15 -0.20 -0.20 0.0013
N -0.25407 1.68959 -1.64427 -0.08 1.23 -0.18 0.0863
B 0.66521 0.83889 -3.85720 -1.48 1.14 0.19 0.0196
N 0.44526 1.96917 -2.79871 0.19 -0.40 0.90 -0.0058
C 0.67374 3.29869 -2.88309 -0.41 -0.04 0.33 -0.0003
Pd -0.85591 -0.42160 -1.14446 2.74 1.02 2.27 1.4279
H 1.24060 3.71352 -3.70705 -0.15 -0.09 0.11 -0.0024
C 0.06004 3.91300 -1.80054 0.07 -0.20 -0.09 0.0066
H 0.01005 4.96492 -1.56229 0.10 -0.12 -0.11 0.0015
C -0.51633 2.86537 -1.05748 0.48 -0.31 -0.90 -0.0159
H 1.06736 1.31755 -4.87877 0.23 -0.21 0.03 -0.0003
C -2.35333 -0.88187 0.03009 -1.20 -0.81 1.18 0.4166
H -2.82139 -0.00927 0.45893 -0.46 -0.37 -0.08 -0.0301
H -1.89818 -1.54430 0.78522 -0.19 0.39 0.02 -0.0067
H -2.98522 -1.47043 -0.63248 -0.51 0.03 0.09 0.0002
N -0.78827 0.29305 -4.07258 -0.61 -0.89 0.90 0.0107
N 1.61675 -0.23280 -3.28475 1.03 -1.33 0.35 0.0011
N -1.50969 -0.24635 -2.99991 -1.21 0.23 -3.85 0.0342
N 1.21986 -0.92313 -2.11420 1.76 0.25 -1.44 -0.0304
C -1.62330 0.47508 -5.11406 -0.45 -0.60 0.72 0.0048
C 2.90280 -0.51931 -3.51642 -1.54 0.52 0.34 0.0151
H -1.26529 0.92617 -6.02367 -0.04 -0.07 -0.07 -0.0002
H 3.37389 -0.10661 -4.39707 0.14 0.04 0.19 0.0011
C -2.88794 0.01160 -4.74449 0.26 0.32 -0.14 0.0064
C 3.39322 -1.33987 -2.48553 0.39 -0.13 0.40 0.0016
C -2.78588 -0.39538 -3.41082 1.78 0.35 -0.41 0.0109
C 2.36609 -1.51872 -1.59399 -0.32 0.03 -0.66 0.0109
H -3.76891 -0.02754 -5.35086 -0.16 0.14 -0.17 -0.0004
H 4.38414 -1.77242 -2.43636 -0.12 0.31 0.17 0.0005
H -3.51687 -0.75181 -2.70457 -0.06 -0.10 -0.14 0.0023
H 2.28864 -1.99686 -0.62144 0.05 -0.13 -0.30 0.0204
H 0.55970 -1.62215 -2.47703 -0.41 0.01 0.67 0.0139
C -2.10614 2.01037 2.08700 -0.13 -0.09 -0.03 -0.0025
C -0.58998 2.05391 2.24743 0.51 -0.11 -0.07 0.0092
C -0.23489 3.32568 3.02418 0.12 -0.04 -0.06 0.0015
C -0.08312 0.77014 2.88442 0.00 -0.55 -0.50 0.0030
C -0.20483 0.59991 4.25048 0.06 -0.24 0.05 -0.0097
C 0.13782 -0.60219 4.86668 0.08 -0.04 0.35 0.0212
C 0.55855 -1.67821 4.09119 -0.22 0.15 0.18 -0.0108
C 0.62228 -1.59163 2.71121 0.07 0.83 -0.54 -0.0039
C 1.02009 -2.81726 1.90624 -0.07 0.23 0.23 -0.0435
C 2.51953 -3.06432 2.07037 0.11 0.00 -0.17 0.0026
C 0.22014 -4.05856 2.31704 -0.07 0.03 -0.13 -0.0015
C 0.40540 -0.31874 2.05155 -0.58 -0.28 1.58 -0.0367
O 0.61020 -0.17008 0.79147 0.00 -0.10 -1.39 0.0318
H -2.57251 1.99163 3.08073 0.00 0.02 -0.19 0.0016
H -2.42732 1.11786 1.54696 0.11 0.38 0.30 0.0024
H -2.46659 2.89885 1.55324 -0.09 -0.05 0.08 -0.0024
H -0.11896 2.11372 1.26033 -0.02 -0.13 0.27 -0.0069
H -0.84028 3.38776 3.93711 0.20 0.11 -0.09 -0.0001
H 0.82668 3.35245 3.29412 -0.18 0.01 -0.01 -0.0005
H -0.46000 4.20939 2.41104 0.02 -0.10 0.16 0.0000
H -0.58734 1.43151 4.84505 0.12 -0.25 -0.01 -0.0001
H 0.06422 -0.70070 5.94774 0.04 0.01 -0.17 0.0022
H 0.84116 -2.62008 4.56757 -0.20 0.24 0.01 -0.0001
H 0.80325 -2.60185 0.84993 -0.01 0.03 0.14 0.0416
H 2.75524 -3.26099 3.12521 0.00 0.05 -0.25 0.0007
H 2.85128 -3.92124 1.47377 0.05 -0.03 0.06 -0.0008
H 3.08295 -2.17858 1.75454 0.00 -0.09 0.11 -0.0003
H -0.85633 -3.86215 2.24880 0.17 -0.04 0.07 0.0005
H 0.45332 -4.90037 1.65449 0.01 0.02 0.13 -0.0003
H 0.45109 -4.35472 3.34844 -0.07 0.01 -0.24 0.0001
```
Forces are in eV/Å.